[1]
9
Properties=species:S:1:pos:R:3 method="wB97M-V/def2-TZVPD" relative_energy_kj_mol=202.45 charge=0 mol_weight_g_mol=80.0 lumo_ev=-1.356 orbital_gap_ev=7.7 max_force_ev_per_a=3.292 spin_multiplicity=1 total_energy_ev=-9179.0068
N 3.278 0.359 -0.231
N -0.938 -0.255 -0.758
O 2.226 0.053 0.358
O -1.215 -1.169 0.351
O 1.668 -1.061 0.143
H -0.392 -1.311 0.763
H 3.557 1.369 -0.125
H -1.630 0.471 -0.776
H -0.737 -0.779 -1.656

=====

[2]
8
Properties=species:S:1:pos:R:3 method="wB97M-V/def2-TZVPD" relative_energy_kj_mol=131.32 charge=0 mol_weight_g_mol=80.1 lumo_ev=-0.213 orbital_gap_ev=9.9 max_force_ev_per_a=4.693 spin_multiplicity=1 total_energy_ev=-15925.7029
N -2.551 0.829 -0.088
N -0.324 -0.416 0.149
O 2.908 -0.463 0.170
S -1.830 -0.433 0.393
H -3.585 0.992 -0.003
H 2.377 -1.199 0.085
H 0.050 0.525 -0.229
H 2.955 0.164 -0.477

=====

[3]
9
Properties=species:S:1:pos:R:3 method="wB97M-V/def2-TZVPD" relative_energy_kj_mol=349.77 charge=0 mol_weight_g_mol=112.2 lumo_ev=0.612 orbital_gap_ev=9.7 max_force_ev_per_a=2.570 spin_multiplicity=1 total_energy_ev=-26758.0920
N -0.910 0.215 -0.573
N 1.303 0.897 0.533
O -0.292 1.278 -0.029
S -2.182 -0.673 0.271
S 1.411 -0.669 0.247
H -0.994 0.323 -1.537
H 1.037 0.987 1.488
H -1.534 -1.930 0.418
H 2.160 -0.427 -0.818

=====

[4]
10
Properties=species:S:1:pos:R:3 method="wB97M-V/def2-TZVPD" relative_energy_kj_mol=20.04 charge=0 mol_weight_g_mol=125.1 lumo_ev=0.121 orbital_gap_ev=8.5 max_force_ev_per_a=3.066 spin_multiplicity=1 total_energy_ev=-26707.3214
N 0.313 1.336 -0.550
N 1.266 -0.441 0.560
N -1.181 -0.844 -0.559
O -1.127 0.567 1.606
P -0.352 0.137 0.450
S 2.058 0.722 -0.441
H 0.274 2.278 -0.200
H 1.675 -1.238 0.986
H -2.073 -1.168 -0.438
H -0.853 -1.350 -1.414

=====

[5]
8
Properties=species:S:1:pos:R:3 method="wB97M-V/def2-TZVPD" relative_energy_kj_mol=364.32 charge=0 mol_weight_g_mol=60.1 lumo_ev=1.006 orbital_gap_ev=8.8 max_force_ev_per_a=3.428 spin_multiplicity=1 total_energy_ev=-6021.1690
N -1.947 -0.196 -0.156
N 1.529 0.036 -0.057
N -0.655 -0.320 -0.042
N 0.271 0.420 -0.463
H 1.567 -0.380 0.877
H 2.161 0.819 -0.160
H -2.148 0.522 -0.856
H -0.777 -0.900 0.856

=====

[6]
10
Properties=species:S:1:pos:R:3 method="wB97M-V/def2-TZVPD" relative_energy_kj_mol=0.00 charge=-2 mol_weight_g_mol=92.1 lumo_ev="6.092 / 4.522" orbital_gap_ev="5.7 / 4.1" max_force_ev_per_a=7.729 s_squared=2.034 spin_multiplicity=3 total_energy_ev=-10110.9216
N 2.049 -10.765 -1.209
N -1.424 5.608 0.732
N 0.177 3.903 -0.589
N -0.252 4.251 0.507
O -0.312 4.216 -1.723
O 0.341 4.009 1.579
H 1.057 -10.859 -1.434
H 1.947 -11.328 -0.352
H -2.283 5.160 0.793
H -1.299 5.805 1.695

=====

[7]
13
Properties=species:S:1:pos:R:3 method="wB97M-V/def2-TZVPD" relative_energy_kj_mol=0.00 charge=0 mol_weight_g_mol=152.1 lumo_ev=-0.200 orbital_gap_ev=9.7 max_force_ev_per_a=3.576 smiles="NSNN/N=N/[N+](=O)[O-]" spin_multiplicity=1 total_energy_ev=-23928.5876
N -1.847 0.739 0.125
S -1.512 -0.820 0.602
N -0.170 -1.210 -0.273
N 1.217 -0.899 0.553
N 2.353 -0.888 0.022
N 3.288 -0.343 0.701
N 4.558 -0.519 0.185
O 4.785 -1.487 -0.495
O 5.351 0.308 0.555
H -2.054 0.882 -0.852
H -1.265 1.467 0.510
H -0.068 -2.164 -0.594
H 0.997 -0.451 1.449

=====

[8]
9
Properties=species:S:1:pos:R:3 method="wB97M-V/def2-TZVPD" relative_energy_kj_mol=94.08 charge=-1 mol_weight_g_mol=112.0 lumo_ev=4.444 orbital_gap_ev=9.1 max_force_ev_per_a=3.551 smiles="N[P@](=O)([O-])P" spin_multiplicity=1 total_energy_ev=-24230.2194
N -0.177 -1.252 -0.883
P -1.113 0.225 0.028
O -1.484 -0.171 1.407
O -2.150 0.671 -0.959
P 0.612 1.647 -0.147
H -0.442 -0.925 -1.881
H -0.718 -2.051 -0.610
H -0.021 1.807 -1.326
H 1.497 0.503 -0.604

=====

[9]
9
Properties=species:S:1:pos:R:3 method="wB97M-V/def2-TZVPD" relative_energy_kj_mol=253.17 charge=0 mol_weight_g_mol=113.1 lumo_ev=0.278 orbital_gap_ev=9.4 max_force_ev_per_a=3.000 spin_multiplicity=1 total_energy_ev=-25773.8578
N 1.715 0.021 -1.134
O -1.725 0.717 0.462
O 1.023 -0.141 1.131
P 0.551 -0.535 -0.296
S -0.950 -1.680 -0.561
H 1.826 -0.041 -2.091
H -2.704 0.864 0.306
H 1.951 -0.033 0.793
H -1.687 0.827 1.388